(i)
The following is a quantum chemistry calculation of CH3FS2 as an isolated structure, from OMol25.

Gap between HOMO and LUMO (eV): 7.66
Highest occupied orbital energy (hartree): -0.352
Spin multiplicity: 1

Structure (XYZ):
```
7
CH3FS2 wB97M-V/def2-TZVPD
C -0.87 0.27 0.47
F 1.91 -1.70 -1.04
S -0.27 0.74 -1.13
S 2.18 -0.11 -0.60
H -1.87 0.66 0.65
H -0.17 0.90 1.06
H -0.91 -0.76 0.58
```

=====

(ii)
The following is a quantum chemistry calculation of one molecule with the formula CH3FS2, from OMol25.

Gap between HOMO and LUMO (eV): 10.35
SMILES string: FC(S)S
Highest occupied orbital energy (hartree): -0.355
Spin multiplicity: 1

Structure (XYZ):
```
7
CH3FS2 wB97M-V/def2-TZVPD
C -0.19 -0.51 -0.44
F -0.39 -0.14 -1.75
S -1.41 0.47 0.58
S 1.53 -0.11 0.04
H -0.40 -1.48 -0.22
H -0.58 0.53 1.77
H 1.44 1.23 0.01
```

=====

Energy comparison, zero being the most stable, in eV: (i) 1.543; (ii) 0.000.

=====

(i)
The following is a quantum chemistry calculation of one molecule with the formula C3H3NOS2, from OMol25.

Gap between HOMO and LUMO (eV): 9.53
SMILES string: Sc1cc(S)on1
Highest occupied orbital energy (hartree): -0.341
Spin multiplicity: 1

Structure (XYZ):
```
10
C3H3NOS2 wB97M-V/def2-TZVPD
C -1.15 0.23 0.11
C -0.04 -0.85 0.13
C 1.02 -0.05 0.30
H -2.93 -1.22 -0.06
H -0.15 -2.00 0.36
H 3.17 1.26 -0.57
N -0.59 1.43 0.00
O 0.77 1.26 0.13
S -2.94 0.06 -0.20
S 2.85 -0.12 -0.21
```

=====

(ii)
The following is a quantum chemistry calculation of one molecule with the formula C3H3NOS2, from OMol25.

Gap between HOMO and LUMO (eV): 7.83
SMILES string: C=NSC(=O)C=S
Highest occupied orbital energy (hartree): -0.333
Spin multiplicity: 1

Structure (XYZ):
```
10
C3H3NOS2 wB97M-V/def2-TZVPD
C 2.31 -0.62 0.13
C -1.23 1.08 0.00
C -1.89 -0.31 -0.15
H 2.93 0.29 0.63
H 2.72 -1.57 0.25
H -1.15 -1.17 -0.36
N 1.06 -0.55 -0.32
O -1.89 2.11 0.00
S 0.57 1.15 -0.16
S -3.43 -0.40 -0.02
```

=====

Energy comparison, zero being the most stable, in eV: (i) 0.503; (ii) 0.000.

=====

(i)
The following is a quantum chemistry calculation of a 2-piece molecular cluster, H3N3O2 overall, from OMol25.

Gap between HOMO and LUMO (spin up / spin down) (eV): 9.52 / 7.79
Highest occupied orbital energy (spin up / spin down) (hartree): -0.355 / -0.325
Spin multiplicity: 1

Structure (XYZ):
```
8
H3N3O2 wB97M-V/def2-TZVPD
N -1.41 -0.15 -0.21
N -0.62 0.93 -0.33
N 1.40 0.01 0.07
O 1.11 -1.14 -0.06
O 2.45 0.53 0.13
H -1.47 -0.76 0.66
H -1.01 -0.81 -0.83
H -0.45 1.40 0.59
```

=====

(ii)
The following is a quantum chemistry calculation of a 2-piece molecular cluster, H3N3O2 overall, from OMol25.

Gap between HOMO and LUMO (spin up / spin down) (eV): 7.53 / 9.49
Highest occupied orbital energy (spin up / spin down) (hartree): -0.289 / -0.325
Spin multiplicity: 1

Structure (XYZ):
```
8
H3N3O2 wB97M-V/def2-TZVPD
N -0.35 0.22 -0.37
N 0.19 -0.96 -0.32
N 2.33 -0.07 -0.02
O 2.06 1.08 0.13
O 3.30 -0.68 -0.08
H -0.81 0.97 0.23
H -0.15 0.59 -1.29
H 0.16 -1.26 0.70
```

=====

Energy comparison, zero being the most stable, in eV: (i) 0.000; (ii) 0.199.

=====

(i)
The following is a quantum chemistry calculation of one molecule with the formula C4H7BO2, from OMol25.

Gap between HOMO and LUMO (eV): 9.28
SMILES string: CB(C=O)CC=O
Highest occupied orbital energy (hartree): -0.336
Spin multiplicity: 1

Structure (XYZ):
```
14
C4H7BO2 wB97M-V/def2-TZVPD
B 0.81 0.61 0.24
C 2.19 -0.21 -0.17
C -0.74 -0.65 1.90
C -0.18 1.33 -0.69
C 0.54 0.17 1.73
O 2.19 -1.22 -0.84
O -1.61 -0.68 1.07
H 3.11 0.03 0.25
H -0.85 -1.15 2.86
H -1.05 1.46 -0.08
H -0.30 0.73 -1.58
H 0.15 2.25 -1.06
H 1.49 -0.18 2.14
H 0.34 1.05 2.46
```

=====

(ii)
The following is a quantum chemistry calculation of one molecule with the formula C4H7BO2, from OMol25.

Gap between HOMO and LUMO (spin up / spin down) (eV): 8.40 / 7.01
Highest occupied orbital energy (spin up / spin down) (hartree): -0.310 / -0.298
Spin multiplicity: 1

Structure (XYZ):
```
14
C4H7BO2 wB97M-V/def2-TZVPD
B -1.93 -0.01 0.12
C -1.64 0.39 1.50
C 1.23 0.08 -0.32
C 0.30 -0.70 -0.83
C 2.64 0.05 -0.05
O -1.01 -0.65 -0.80
O -3.12 0.25 -0.45
H -0.58 0.39 1.89
H -2.38 1.01 2.03
H 0.64 -1.25 -1.76
H 2.76 0.29 1.03
H 3.25 0.62 -0.73
H 3.02 -1.02 -0.23
H -3.19 0.54 -1.40
```

=====

Energy comparison, zero being the most stable, in eV: (i) 0.000; (ii) 0.951.